[1]
{"formula": "C30H23BrN6O2Pd", "method": "ωB97M-V with the def2-TZVPD basis set", "mol_weight_g_mol": 685.88, "lumo_energy_ha": [-0.00485, -0.00485], "relative_energy_kcal_mol": 44.64, "fmax_ev_per_a": 0.59, "total_charge": 0, "homo_energy_ev": [-6.302, -6.300], "gap_ev": [6.170, 6.169], "elements": ["Pd", "Br", "O", "O", "N", "N", "N", "N", "N", "N", "C", "C", "C", "C", "C", "C", "C", "C", "C", "C", "C", "C", "C", "C", "C", "C", "C", "C", "C", "C", "C", "C", "C", "C", "C", "C", "C", "C", "C", "C", "H", "H", "H", "H", "H", "H", "H", "H", "H", "H", "H", "H", "H", "H", "H", "H", "H", "H", "H", "H", "H", "H", "H"], "coordinates": [[0.692108, 0.160867, -0.458134], [-3.497505, -1.991727, -3.162484], [0.727134, -2.064397, -1.480603], [-1.285106, -1.110405, -1.324881], [2.583360, 1.427164, -0.672335], [3.378835, 3.348864, 0.098186], [3.550348, 0.020274, 4.580442], [0.211907, 2.633523, -1.678151], [-1.728480, 1.150277, 0.450841], [-3.145852, 1.736905, -1.082407], [5.249322, 2.401787, 1.542509], [-5.373475, -0.763867, 0.478548], [1.597387, 0.434788, 2.947953], [-2.884823, 0.393761, 0.648123], [-4.483701, -1.113945, 1.504533], [3.667881, 1.161634, 0.153548], [-1.150561, -3.361891, -2.088205], [-3.783303, 0.758162, -0.343957], [-1.040146, 3.052304, -1.123981], [2.680992, 0.203156, 3.847661], [-0.927782, -5.779546, -2.224929], [-0.431163, 0.904262, 1.091753], [4.180543, 2.362676, 0.653008], [-0.431030, -4.539174, -1.871072], [-2.392377, -3.481969, -2.707113], [-5.042775, 0.188300, -0.462269], [1.140151, 1.753101, 2.730511], [-2.898688, -4.720251, -3.083147], [-1.920138, 1.949356, -0.592797], [-2.171606, -5.870243, -2.834046], [-0.512789, -2.065554, -1.603198], [-0.097414, -0.445679, 1.436621], [2.441828, 2.715136, -0.669813], [0.973081, -0.634541, 2.328818], [-3.231639, -0.545223, 1.613832], [5.788174, 1.184791, 1.908903], [4.221102, -0.059645, 0.531225], [0.119326, 1.988702, 1.853389], [1.394292, 3.442540, -1.473892], [5.284285, -0.027018, 1.410270], [-5.721712, 0.467281, -1.256589], [-0.344850, -6.671178, -2.032433], [1.138168, 4.382770, -0.977270], [-4.790683, -1.855186, 2.230083], [-0.727596, -1.276491, 1.154745], [5.634205, 3.331981, 1.940944], [1.292331, -1.644118, 2.552451], [5.730122, -0.954692, 1.743452], [-6.337243, -1.252048, 0.429256], [0.543527, -4.436215, -1.413762], [-3.514202, 2.214027, -1.887711], [-0.842882, 3.721815, -0.286308], [-3.860732, -4.773461, -3.574170], [-0.269289, 2.992907, 1.734810], [-1.675588, 3.618796, -1.821329], [1.589389, 2.572321, 3.276100], [-2.575269, -6.832130, -3.124490], [3.438997, 4.336493, 0.268611], [1.836100, 3.719171, -2.435148], [3.804489, -0.984697, 0.153243], [-2.555873, -0.814562, 2.410824], [6.607988, 1.159318, 2.614761], [0.148915, 2.180652, -2.573330]], "forces_ev_per_a": [[0.40, -0.32, 0.27], [0.05, -0.03, 0.02], [0.15, 0.15, 0.00], [0.01, -0.14, -0.19], [-0.02, -0.03, -0.11], [-0.03, 0.01, -0.02], [-0.01, 0.01, -0.02], [-0.05, 0.02, -0.05], [0.10, -0.11, 0.11], [0.00, 0.14, -0.10], [-0.01, 0.02, -0.01], [0.00, 0.04, -0.06], [-0.06, -0.04, -0.05], [-0.01, -0.05, 0.03], [0.03, -0.01, 0.03], [0.05, 0.05, 0.09], [0.00, -0.02, 0.00], [-0.06, -0.03, -0.02], [-0.07, 0.01, 0.03], [0.15, -0.04, 0.15], [-0.02, -0.02, -0.01], [-0.16, 0.55, 0.14], [-0.02, -0.04, -0.01], [-0.01, 0.06, 0.01], [0.02, 0.02, 0.01], [-0.05, -0.05, 0.04], [-0.08, 0.11, -0.06], [-0.03, 0.05, -0.01], [0.00, -0.08, -0.04], [0.04, -0.05, 0.01], [-0.51, 0.07, -0.12], [0.06, -0.15, 0.00], [0.05, 0.15, -0.06], [-0.05, 0.02, -0.01], [-0.02, -0.03, 0.03], [0.03, -0.03, 0.02], [0.00, 0.06, 0.00], [0.04, -0.17, 0.02], [0.02, -0.07, 0.04], [-0.02, -0.03, -0.02], [0.00, -0.01, 0.01], [-0.01, 0.00, -0.01], [-0.01, -0.01, 0.03], [0.02, 0.01, 0.01], [-0.01, -0.01, -0.01], [-0.01, -0.01, -0.01], [0.02, 0.00, 0.01], [0.00, 0.01, 0.00], [0.00, 0.02, -0.02], [0.00, 0.00, 0.00], [-0.01, -0.02, 0.00], [0.03, 0.02, 0.00], [0.01, 0.00, 0.01], [-0.02, -0.01, -0.03], [0.04, 0.02, -0.04], [0.02, -0.02, 0.01], [0.00, 0.01, 0.00], [0.00, 0.00, 0.00], [0.00, 0.01, -0.02], [0.01, 0.00, 0.00], [0.01, 0.00, 0.00], [-0.01, 0.01, -0.01], [0.03, -0.03, -0.02]]}

[2]
{"formula": "C30H23Cl2N6O10S2W", "method": "ωB97M-V with the def2-TZVPD basis set", "mol_weight_g_mol": 946.43, "lumo_energy_ha": -0.16669, "relative_energy_kcal_mol": 27.10, "fmax_ev_per_a": 2.51, "total_charge": 1, "homo_energy_ev": -10.866, "gap_ev": 6.330, "elements": ["W", "Cl", "Cl", "S", "S", "O", "O", "O", "O", "O", "O", "O", "O", "O", "O", "N", "N", "N", "N", "N", "N", "C", "C", "C", "C", "C", "C", "C", "C", "C", "C", "C", "C", "C", "C", "C", "C", "C", "C", "C", "C", "C", "C", "C", "C", "C", "C", "C", "C", "C", "C", "H", "H", "H", "H", "H", "H", "H", "H", "H", "H", "H", "H", "H", "H", "H", "H", "H", "H", "H", "H", "H", "H", "H"], "coordinates": [[-1.184806, -0.707028, -0.508056], [-2.131734, 1.297020, -2.820544], [-4.087278, 1.150114, -0.664550], [0.580613, -2.244163, -2.467868], [-0.381347, 1.795202, 1.413553], [0.275665, -2.565931, -3.818321], [-0.262866, -2.830955, -1.408192], [-2.238222, -6.504919, 2.947165], [-3.767271, -6.759219, 1.443757], [-2.565428, -1.461971, -1.602391], [-4.125845, -2.926205, -2.016191], [0.892208, -2.166367, 2.619147], [0.110753, -1.094326, 0.812068], [-2.478648, -0.885804, 0.922253], [-1.233501, 1.236954, 0.266197], [2.182372, 0.195879, -3.127415], [-3.336430, -2.542673, -1.228045], [6.327622, -2.413366, -1.443204], [1.366863, 1.154063, -1.129710], [-2.885190, -6.130866, 1.990525], [0.226706, -0.632299, -2.099066], [-0.229553, 3.758217, -0.497854], [0.028701, -2.049714, 1.824227], [0.247947, 4.971313, -0.980545], [-2.379630, 1.805822, 4.861714], [0.065646, 3.403269, 0.806294], [-2.988088, -3.040786, -0.047718], [3.241811, 0.998854, -3.075852], [4.981142, -2.496927, -1.661009], [2.427627, 1.956733, -1.101378], [4.482245, -2.693866, -2.960482], [4.075766, -2.333653, -0.596288], [-3.521504, 3.346230, 3.389463], [-3.262833, -4.351607, 0.396938], [-2.573940, -4.786285, 1.466154], [3.131097, -2.673041, -3.199584], [3.431705, 1.902455, -2.046813], [0.818366, 4.216415, 1.641819], [-1.453740, -4.071301, 2.031255], [-1.555082, 2.219486, 2.657223], [2.250902, -2.492261, -2.134361], [-2.589287, 3.110238, 2.397295], [1.314213, 0.277841, -2.127304], [1.287829, 5.422270, 1.148623], [-1.438319, 1.556418, 3.870730], [-3.641160, 1.976609, -2.152015], [-3.413802, 2.697861, 4.619337], [1.012833, 5.794207, -0.163340], [-2.127119, -2.187009, 0.725340], [2.722357, -2.331212, -0.830297], [-1.210301, -2.817283, 1.641415], [6.683438, -2.461316, -0.505393], [-2.667955, 3.598027, 1.432057], [-4.420134, 1.829632, -2.884534], [3.951655, 0.903236, -3.891772], [-2.306511, 1.297854, 5.815474], [-0.803366, 3.089010, -1.124556], [-0.627562, 0.854097, 4.037573], [1.880169, 6.069849, 1.782920], [6.961854, -2.666746, -2.178642], [5.175993, -2.845652, -3.781097], [1.398759, 6.729446, -0.551413], [-3.472713, 3.021933, -1.939454], [4.306841, 2.535408, -1.989164], [0.033235, 5.261841, -2.001751], [-4.144254, 2.893944, 5.395089], [2.735644, -2.787050, -4.202159], [-3.950212, -5.007931, -0.120873], [2.029355, -2.208580, -0.011241], [-4.337941, 4.033971, 3.206154], [-0.800696, -4.575671, 2.733955], [2.472158, 2.671920, -0.283877], [1.031102, 3.919712, 2.664812], [4.451075, -2.209363, 0.413792]], "forces_ev_per_a": [[1.70, -1.73, -0.65], [-0.02, 0.07, 0.05], [-0.33, 0.14, -0.01], [-0.26, 1.23, -0.22], [0.23, 0.20, 0.43], [0.05, -0.13, 0.05], [-0.63, 0.49, 0.83], [-0.01, 0.03, -0.03], [0.12, 0.10, 0.06], [-0.21, 0.34, -0.44], [-1.10, -0.38, -0.89], [0.54, -0.04, 0.53], [0.35, -0.02, -0.21], [-0.92, -0.04, 1.23], [-0.29, -0.85, -0.95], [-0.03, -0.04, -0.15], [0.89, -0.27, 0.37], [-0.24, -0.03, -0.01], [-0.05, -0.14, 0.25], [0.07, 0.04, -0.06], [0.87, 0.33, 0.85], [-0.06, 0.11, -0.02], [-0.41, 0.00, -0.37], [0.01, -0.01, 0.05], [-0.01, 0.00, 0.02], [0.04, -0.03, -0.13], [-0.11, 0.10, 0.24], [-0.10, -0.23, -0.07], [0.16, 0.09, 0.01], [0.02, 0.16, 0.09], [0.17, -0.01, -0.05], [0.10, -0.01, 0.08], [-0.05, 0.01, 0.02], [-0.39, -0.11, -0.25], [0.18, -0.40, 0.36], [-0.15, -0.09, -0.04], [0.08, 0.06, 0.02], [0.01, -0.01, 0.12], [-0.03, -0.53, 0.47], [0.02, -0.12, 0.08], [-0.01, -0.11, 0.10], [-0.08, 0.04, -0.02], [-0.34, 0.14, -0.56], [0.06, 0.08, -0.04], [0.01, -0.03, 0.03], [0.10, -0.15, 0.02], [0.04, 0.01, 0.00], [-0.04, -0.01, -0.05], [0.31, 1.58, -0.83], [0.01, -0.11, -0.12], [-0.05, 0.18, -0.04], [0.00, -0.01, -0.01], [0.03, -0.01, 0.06], [-0.08, 0.01, -0.11], [-0.03, 0.02, 0.04], [0.00, 0.05, -0.05], [0.07, 0.00, -0.01], [-0.05, 0.05, -0.02], [-0.04, -0.03, -0.01], [0.02, -0.05, 0.00], [-0.05, 0.02, 0.06], [-0.04, -0.05, 0.04], [0.01, 0.12, 0.00], [-0.08, -0.02, -0.03], [0.01, 0.00, 0.05], [0.02, -0.02, -0.06], [0.06, 0.03, 0.08], [-0.10, 0.09, 0.06], [0.03, 0.06, 0.03], [0.04, -0.03, 0.03], [-0.02, -0.08, -0.12], [-0.01, -0.06, -0.04], [0.01, 0.01, -0.09], [-0.02, 0.00, -0.06]]}

[3]
{"formula": "C30H23Cl3CoN3OPSi", "method": "ωB97M-V with the def2-TZVPD basis set", "spin_multiplicity": 4, "mol_weight_g_mol": 665.89, "lumo_energy_ha": [-0.03723, -0.06834], "fmax_ev_per_a": 1.40, "s2": 3.8011, "total_charge": 0, "homo_energy_ev": [-6.097, -8.256], "gap_ev": [5.084, 6.397], "elements": ["Co", "Cl", "Cl", "Cl", "P", "Si", "O", "N", "N", "N", "C", "C", "C", "C", "C", "C", "C", "C", "C", "C", "C", "C", "C", "C", "C", "C", "C", "C", "C", "C", "C", "C", "C", "C", "C", "C", "C", "C", "C", "C", "H", "H", "H", "H", "H", "H", "H", "H", "H", "H", "H", "H", "H", "H", "H", "H", "H", "H", "H", "H", "H", "H", "H"], "coordinates": [[1.189762, -2.201194, 0.833551], [4.800494, -4.754110, -1.224544], [1.825404, -6.076434, 1.368623], [3.424979, -4.017344, 3.373836], [1.542818, -0.191809, -0.139499], [2.204028, -4.077979, 1.701308], [3.335224, -3.694004, 0.416227], [-6.188472, 4.390315, 1.617531], [-0.778146, -2.326077, 1.184006], [-4.010912, 3.432317, 1.653944], [5.329527, -1.438346, -0.055092], [-2.960271, -1.317298, 1.093727], [-3.860326, -0.158962, 1.194388], [-0.120781, 3.529405, -0.697854], [3.922114, -1.325450, 0.032045], [0.221938, -1.430537, -2.258293], [-5.900323, 2.037529, 1.385339], [-3.502656, -2.559012, 0.770464], [1.842347, -0.371502, -4.240664], [-1.330565, -3.513894, 0.898126], [2.062179, -0.030680, -2.913930], [-1.585324, -1.262725, 1.299091], [0.056450, 4.105665, 0.550472], [0.643898, 3.378108, 1.576796], [-2.684833, -3.667743, 0.680841], [2.998562, -2.364799, 0.277499], [-4.522145, 2.210641, 1.477072], [1.249612, -0.556242, -1.911255], [5.507376, 0.981399, -0.117855], [-4.865052, 4.448404, 1.721268], [0.297645, 2.225121, -0.933492], [3.338760, -0.029422, -0.055248], [1.061804, 2.076578, 1.346777], [0.809579, -1.236722, -4.578581], [6.092136, -0.287613, -0.117701], [4.117599, 1.107216, -0.098654], [-6.690681, 3.167394, 1.450998], [-0.002110, -1.767138, -3.587393], [0.906209, 1.496599, 0.084883], [-3.537712, 1.114700, 1.392517], [0.773295, 3.824706, 2.554754], [0.162124, 1.780241, -1.910958], [-0.799903, -2.452576, -3.845910], [-0.655762, -4.358464, 0.851188], [-3.083367, -4.647507, 0.457465], [-0.408115, -1.858988, -1.485462], [3.654360, 2.088009, -0.121760], [-4.435245, 5.432804, 1.876633], [-4.909579, -0.415134, 1.082261], [5.780839, -2.420437, -0.042504], [-2.504759, 1.434338, 1.501533], [-0.588389, 4.096047, -1.493843], [1.530101, 1.505057, 2.142208], [0.645113, -1.505094, -5.615011], [-7.770114, 3.099671, 1.367136], [2.487861, 0.029376, -5.012626], [6.130937, 1.866225, -0.140507], [-6.351892, 1.062535, 1.266686], [-1.109599, -0.332422, 1.582751], [-0.274549, 5.121901, 0.729956], [-4.570328, -2.648869, 0.603358], [7.173234, -0.370122, -0.150024], [2.883585, 0.624363, -2.648603]], "forces_ev_per_a": [[0.02, 0.32, 0.65], [0.01, -0.03, 0.03], [-0.18, -0.25, 0.07], [-0.15, -0.04, 0.17], [0.07, -0.08, -0.65], [0.64, 0.61, -1.08], [0.49, -0.01, 0.06], [0.12, -0.05, 0.02], [-0.26, 0.18, -0.16], [0.08, 0.10, 0.01], [-0.17, 0.07, 0.00], [-0.04, -0.03, 0.03], [-0.08, -0.17, 0.00], [-0.04, -0.02, -0.01], [0.19, -0.09, 0.02], [-0.03, 0.04, -0.03], [-0.07, -0.11, -0.03], [-0.07, -0.03, 0.00], [0.03, 0.03, 0.02], [0.04, -0.09, 0.05], [-0.02, -0.05, 0.00], [0.01, 0.03, 0.10], [-0.08, 0.07, 0.00], [0.01, -0.07, 0.04], [-0.09, -0.04, 0.03], [-0.62, -0.36, 0.55], [0.05, 0.08, 0.04], [0.01, 0.06, 0.03], [0.00, 0.04, 0.00], [-0.05, -0.06, -0.02], [0.03, 0.03, 0.05], [0.01, -0.21, 0.13], [-0.01, 0.01, -0.04], [-0.01, 0.01, -0.01], [0.03, -0.04, -0.01], [-0.01, 0.00, -0.12], [-0.01, 0.05, 0.01], [0.00, 0.01, 0.04], [-0.11, -0.06, 0.19], [0.12, 0.13, 0.05], [0.00, -0.02, -0.02], [0.00, 0.02, 0.00], [0.02, 0.02, 0.02], [0.02, 0.03, -0.03], [0.01, 0.02, -0.02], [-0.01, 0.02, 0.00], [0.01, -0.02, -0.02], [0.01, -0.04, -0.02], [0.03, -0.03, -0.01], [0.04, 0.02, 0.03], [-0.07, 0.03, -0.02], [0.01, -0.02, 0.02], [0.00, 0.04, 0.01], [0.01, 0.00, 0.03], [0.02, -0.03, 0.01], [-0.02, 0.00, 0.02], [-0.02, -0.03, -0.01], [-0.01, 0.04, -0.02], [0.07, 0.01, -0.12], [0.02, -0.06, -0.01], [0.04, 0.00, 0.00], [-0.06, 0.00, 0.00], [-0.01, 0.00, -0.02]]}

Q: Which formula does entry 1 have?
A: C30H23BrN6O2Pd